Molecular formula: C82H63AsCl5N4O7P2STa
Method: DFT, ωB97M-V/def2-TZVPD

Structure (XYZ):
```
166
C82H63AsCl5N4O7P2STa, DFT ωB97M-V/def2-TZVPD
Ta -1.2648 0.1799 0.3579
O 1.5047 -0.1918 -0.5994
S 2.4775 0.6131 0.2482
C 4.2381 0.2619 -0.2251
C 4.8381 1.0418 -1.1887
C 6.2270 1.1528 -1.3675
C 7.0501 0.4789 -0.5218
C 8.5468 0.4811 -0.3511
C 8.8284 -0.6293 0.6855
C 7.4695 -1.0381 1.1906
C 7.0914 -1.8736 2.1957
C 5.7235 -2.1171 2.3770
C 4.7337 -1.5370 1.6123
P 3.0141 -2.1316 1.7489
C 2.9673 -2.3779 3.5591
C 2.9567 -1.1651 4.2575
C 2.7969 -1.1437 5.6292
C 2.6161 -2.3341 6.3242
C 2.6199 -3.5363 5.6386
C 2.7974 -3.5627 4.2609
C 3.3553 -3.7216 0.8810
C 4.0751 -4.8034 1.3789
C 4.2096 -5.9562 0.6192
C 3.6673 -6.0257 -0.6547
C 2.9903 -4.9359 -1.1796
C 2.8332 -3.7917 -0.4126
C 5.0813 -0.5736 0.6133
C 6.4770 -0.3901 0.4278
C 2.4837 2.2081 -0.5891
C 3.3477 3.0908 0.0195
C 3.5457 4.4034 -0.4246
C 2.9031 4.7841 -1.5665
C 2.9727 6.0661 -2.3502
C 2.1162 5.8045 -3.6114
C 1.6443 4.3842 -3.4680
C 0.9629 3.5609 -4.3142
C 0.5593 2.3063 -3.8300
C 0.7897 1.8447 -2.5458
P -0.1724 0.3065 -2.1682
C -1.7041 0.5344 -3.2007
C -2.2198 1.7567 -3.6259
C -3.3589 1.8192 -4.4109
C -3.9849 0.6545 -4.8278
C -3.5264 -0.5641 -4.3560
C -2.4285 -0.6172 -3.5081
C 0.8758 -0.7742 -3.2734
C 0.3805 -1.6502 -4.2347
C 1.2327 -2.3171 -5.1060
C 2.6002 -2.1248 -5.0417
C 3.1117 -1.2563 -4.0881
C 2.2602 -0.5904 -3.2262
C 1.7242 2.5802 -1.7364
C 2.0605 3.8677 -2.2265
H 4.2190 1.6557 -1.8298
H 6.6058 1.8172 -2.1336
H 8.8667 1.4573 0.0209
H 9.0709 0.3090 -1.2915
H 9.4732 -0.2817 1.4929
H 9.3192 -1.4799 0.2077
H 7.8130 -2.3754 2.8278
H 5.4304 -2.8056 3.1599
H 3.0620 -0.2363 3.7059
H 2.7875 -0.1991 6.1562
H 2.4660 -2.3197 7.3956
H 2.4570 -4.4652 6.1681
H 2.7952 -4.5110 3.7428
H 4.5387 -4.7534 2.3555
H 4.7375 -6.8078 1.0293
H 3.7465 -6.9377 -1.2303
H 2.5673 -4.9832 -2.1750
H 2.2928 -2.9438 -0.8147
H 3.9201 2.7363 0.8673
H 4.2095 5.0645 0.1151
H 4.0056 6.3154 -2.5980
H 2.5715 6.8902 -1.7568
H 2.6790 5.9492 -4.5343
H 1.2564 6.4763 -3.6429
H 0.6936 3.8557 -5.3197
H 0.0026 1.6759 -4.5076
H -1.7370 2.6765 -3.3399
H -3.7449 2.7847 -4.7113
H -4.8498 0.6991 -5.4765
H -4.0392 -1.4723 -4.6398
H -2.1361 -1.5589 -3.0566
H -0.6757 -1.8177 -4.3484
H 0.8099 -2.9805 -5.8490
H 3.2606 -2.6366 -5.7289
H 4.1775 -1.0783 -4.0228
H 2.6839 0.0832 -2.5010
Cl 1.1639 6.4944 1.4223
C 0.2770 5.1598 0.8065
C -0.6874 5.3496 -0.1749
Cl -0.9830 6.9263 -0.7944
C -1.4372 4.2664 -0.6379
Cl -2.7699 4.5041 -1.6982
C -1.1485 2.9849 -0.1978
O -1.7608 1.8697 -0.5861
C -0.1136 2.7842 0.7391
O 0.1333 1.5080 0.9929
C 0.5297 3.8797 1.3054
Cl 1.6204 3.6407 2.6141
C -5.2156 -5.9489 4.4958
C -4.8333 -5.0076 3.3910
C -4.5444 -5.4743 2.1161
C -4.1669 -4.6239 1.0883
C -3.9409 -5.2497 -0.2641
C -4.0388 -3.2397 1.3177
As -3.3723 -2.1996 -0.3067
N -3.1176 -0.3398 -0.0107
C -4.2274 0.5019 -0.2963
C -4.7101 1.4127 0.6463
C -5.8208 2.1907 0.3678
C -6.4928 2.0692 -0.8377
C -6.0060 1.1836 -1.7857
C -4.8848 0.4184 -1.5214
C -5.2082 -2.4846 -1.1983
C -5.2324 -3.1306 -2.4463
C -4.0054 -3.7163 -3.1094
C -6.4377 -3.3292 -3.1154
C -7.6493 -2.9422 -2.5723
C -8.9568 -3.1761 -3.2731
C -7.6257 -2.3479 -1.3189
C -6.4427 -2.1171 -0.6314
C -6.5729 -1.5184 0.7400
C -4.3151 -2.7709 2.6038
C -4.2090 -1.3346 3.0167
C -4.7239 -3.6483 3.6056
H -5.6114 -6.8799 4.0923
H -5.9587 -5.5040 5.1566
H -4.3330 -6.1875 5.0930
H -4.6083 -6.5374 1.9132
H -3.6863 -6.3010 -0.1536
H -3.1368 -4.7426 -0.7998
H -4.8541 -5.1690 -0.8566
H -4.2304 1.5070 1.6057
H -6.1771 2.8901 1.1130
H -7.3854 2.6505 -1.0260
H -6.5093 1.0636 -2.7364
H -4.5121 -0.2555 -2.2729
H -3.0958 -3.3615 -2.6305
H -3.9848 -3.4810 -4.1728
H -4.0293 -4.8031 -3.0165
H -6.4213 -3.8216 -4.0819
H -8.8082 -3.6098 -4.2601
H -9.5006 -2.2377 -3.3850
H -9.5805 -3.8515 -2.6863
H -8.5649 -2.0662 -0.8558
H -7.3966 -0.8052 0.7731
H -5.6637 -1.0094 1.0261
H -6.7748 -2.3130 1.4612
H -3.8556 -0.6988 2.2131
H -3.5229 -1.2468 3.8542
H -5.1779 -0.9627 3.3570
H -4.9358 -3.2440 4.5891
N -0.6560 -1.7837 0.4323
C -0.7181 -2.8259 0.9797
C -0.8990 -4.0246 1.5732
C -1.2368 -4.0879 2.9501
N -1.5143 -4.1820 4.0630
C -0.8398 -5.2411 0.8499
N -0.8133 -6.2461 0.2900
O -2.1654 0.5574 4.2764
Cl -1.3838 0.8261 3.1346
O -0.2174 1.5194 3.4914
O -2.1734 1.5410 2.1523
O -1.0497 -0.4378 2.4552
```

As for the HOMO-LUMO gap: 7.17 eV. The value obtained for the molar mass is 1743.58 g/mol. The total charge is 0. As for the electronic energy: -9582.72445 Ha. The energy above the lowest of the compared OMol25 structures with the same formula, charge and spin comes out at 30.1 kcal per mole.

Molecular formula: C84H102N6O48
Method: DFT, ωB97M-V/def2-TZVPD

Structure (XYZ):
```
240
C84H102N6O48, DFT ωB97M-V/def2-TZVPD
C 2.9102 -4.3588 -6.1889
C 2.9994 -2.9102 -5.6944
C 4.3585 -2.3712 -5.3069
O 4.3681 -0.9744 -5.6101
C 3.3618 -0.8193 -6.4726
O 3.0460 0.2721 -6.8699
O 2.6355 -1.9113 -6.7022
H 3.6992 -4.5588 -6.9820
H 1.8674 -4.5813 -6.5599
H 3.2413 -4.9265 -5.3111
H 2.2333 -2.7719 -4.9036
H 5.1023 -2.8505 -5.9249
H 4.7311 -2.4123 -4.2588
C -1.3614 -3.0040 3.6490
C -1.9121 -2.3352 2.3941
C -3.4190 -2.3832 2.1692
O -3.8225 -1.1820 2.8898
C -2.7571 -0.2956 2.6833
O -2.8726 0.8751 2.7211
O -1.5989 -0.9798 2.3513
H -1.5613 -4.0677 3.5880
H -1.9071 -2.6292 4.4664
H -0.2466 -2.7912 3.7187
H -1.4745 -2.7336 1.4967
H -3.9123 -3.2508 2.5660
H -3.7366 -2.1999 1.1369
C 5.6242 -4.9852 1.2368
C 5.3938 -4.9020 -0.2406
C 3.9423 -4.8832 -0.6518
O 3.8882 -3.9092 -1.7193
C 5.0642 -3.2298 -1.6938
O 5.3335 -2.3816 -2.4140
O 5.8921 -3.7333 -0.7147
H 6.5986 -4.5824 1.4701
H 5.5521 -5.9753 1.6814
H 4.9323 -4.3969 1.8716
H 5.8212 -5.7190 -0.8068
H 3.1705 -4.5569 0.0972
H 3.5396 -5.8246 -1.0521
C -6.0271 1.7109 2.4869
C -5.9348 3.2626 2.4214
C -5.9600 3.9345 3.8206
O -4.6284 4.5029 3.9824
C -3.8753 4.3352 2.8761
O -2.7977 4.8288 2.7363
O -4.5791 3.6229 1.9436
H -5.1561 1.2659 2.9412
H -6.1495 1.3488 1.4590
H -6.9236 1.3591 2.9740
H -6.6544 3.7285 1.7359
H -6.1063 3.2435 4.6628
H -6.6840 4.7584 3.9268
C 1.3645 1.4353 -4.4504
C 1.0309 2.7947 -5.1158
C 1.0438 2.7401 -6.6689
O -0.2696 3.2166 -7.0188
C -1.0538 3.3674 -5.9582
O -2.2192 3.5704 -5.9426
O -0.3828 3.1399 -4.8719
H 1.4298 1.5696 -3.3534
H 2.3376 1.1549 -4.8895
H 0.5929 0.6948 -4.6986
H 1.6469 3.6123 -4.7131
H 1.1654 1.6964 -7.0052
H 1.7230 3.4316 -7.1367
C -3.6729 1.8034 5.9164
C -2.9731 0.5875 6.4175
C -1.4770 0.8560 6.6311
O -1.0947 0.1071 7.7751
C -2.2303 -0.0930 8.4497
O -2.3515 -0.4457 9.6187
O -3.3732 0.2138 7.6994
H -3.4840 1.9727 4.9022
H -3.3913 2.6668 6.5093
H -4.7146 1.5788 5.9682
H -3.0909 -0.2604 5.7107
H -1.2725 1.9164 6.7789
H -0.9517 0.4335 5.8121
C 1.3238 -5.4069 3.0776
C 1.3146 -6.7814 2.4708
C 1.4751 -6.7641 0.9742
O 2.8299 -7.2687 0.7849
C 3.2873 -7.7805 1.9278
O 4.3803 -8.3005 2.1599
O 2.3928 -7.6407 2.9219
H 1.3881 -5.4567 4.1600
H 0.4020 -5.0258 2.7107
H 2.1972 -4.7989 2.7752
H 0.4009 -7.3168 2.6446
H 1.4081 -5.7488 0.5085
H 0.8198 -7.4405 0.4195
C -1.4766 3.3886 -1.8369
C -2.4214 3.7620 -0.7449
C -3.4281 4.8180 -0.9965
O -4.6476 4.1651 -1.3992
C -4.5525 2.9132 -0.9681
O -5.3901 2.0317 -1.0012
O -3.2710 2.6399 -0.4571
H -1.2170 2.3000 -1.7215
H -0.4660 3.8770 -1.7929
H -1.8492 3.6311 -2.8041
H -1.8702 4.0413 0.1104
H -3.1124 5.5369 -1.7603
H -3.6950 5.4931 -0.1778
C 4.9134 2.0067 -2.1701
C 5.6921 1.9420 -3.4522
C 4.8753 2.5193 -4.6293
O 5.8053 3.4410 -5.2897
C 6.8872 3.6525 -4.5153
O 7.6878 4.5269 -4.7068
O 6.9125 2.7531 -3.4745
H 4.3898 2.9579 -1.9547
H 5.5609 1.7179 -1.3351
H 4.1791 1.1873 -2.2252
H 5.9554 0.9086 -3.6480
H 3.9518 3.1354 -4.2887
H 4.7083 1.7914 -5.3607
C -1.8702 -6.0993 -0.8943
C -0.9847 -5.9126 -2.1351
C -1.7279 -5.5918 -3.4512
O -0.8979 -4.5790 -4.0285
C -0.1985 -3.9564 -3.1317
O 0.3576 -2.9431 -3.2903
O -0.1192 -4.7253 -1.9947
H -2.7721 -6.6532 -1.2693
H -2.2213 -5.1044 -0.6201
H -1.4118 -6.5452 -0.0398
H -0.2746 -6.7038 -2.3816
H -2.7353 -5.2518 -3.2678
H -1.6222 -6.4166 -4.1028
C -6.1499 -1.1707 -0.2160
C -7.3381 -0.3844 -0.8610
C -7.0607 0.1297 -2.3040
O -7.9922 -0.6288 -3.0780
C -8.7239 -1.4307 -2.3917
O -9.4984 -2.2054 -2.8248
O -8.4905 -1.2459 -1.0582
H -6.3916 -1.4463 0.7911
H -5.3242 -0.5426 -0.3304
H -6.1093 -2.0427 -0.8855
H -7.6123 0.4411 -0.2227
H -6.0413 -0.1540 -2.6825
H -7.1305 1.1745 -2.5869
C 0.9885 -1.4435 -0.3444
C 0.7599 -0.0085 -0.5721
C -0.1204 0.7324 0.4472
O 0.4349 2.0518 0.4514
C 1.6943 1.9527 -0.0479
O 2.4037 2.9178 -0.1227
O 2.0059 0.7381 -0.5228
H 1.3247 -1.5885 0.6984
H 1.5786 -1.9509 -1.0906
H 0.0134 -1.9879 -0.4150
H 0.3154 0.1700 -1.5407
H -0.0834 0.2690 1.4504
H -1.1501 0.7890 0.0797
C -4.7954 -8.5037 6.2367
C -3.7589 -9.2414 5.6930
C -3.1009 -8.7062 4.5551
C -3.4019 -7.3755 4.1666
C -4.4127 -6.6285 4.7539
C -4.9936 -7.1404 5.8966
N -2.7654 -6.8439 2.9732
O -3.0974 -5.7521 2.6100
O -1.9357 -7.4872 2.3623
H -5.3949 -8.9664 6.9867
H -3.5589 -10.2396 6.0015
H -2.3472 -9.2781 4.0859
H -4.5636 -5.6134 4.3363
H -5.7199 -6.5524 6.4554
C 0.4070 6.4122 1.3709
C 1.2935 5.5062 1.9719
C 2.6539 5.5992 1.7008
C 3.0754 6.6444 0.8809
C 2.2663 7.6342 0.3385
C 0.8866 7.4535 0.5530
N 4.5117 6.7902 0.5840
O 5.2578 5.8954 0.9569
O 4.8620 7.7464 -0.0325
H -0.6450 6.2609 1.4262
H 0.8718 4.7137 2.5613
H 3.3555 4.8529 2.1662
H 2.7457 8.3358 -0.3045
H 0.1996 8.0800 -0.0353
C -0.1943 5.2121 6.6858
C 1.0470 4.6145 6.9132
C 1.4913 3.5247 6.1649
C 0.6374 3.1751 5.1112
C -0.5762 3.7481 4.8390
C -1.0068 4.7361 5.7041
N 0.9716 1.9734 4.2567
O 0.0725 1.3535 3.7150
O 2.1146 1.6405 4.2319
H -0.5594 5.9385 7.3512
H 1.7288 4.9699 7.6788
H 2.3928 2.9200 6.2916
H -1.0649 3.2931 3.9839
H -1.9564 5.1906 5.5392
C -3.5325 0.4211 -5.2488
C -3.5170 -0.9452 -5.3527
C -3.2025 -1.6966 -4.2345
C -3.0553 -1.0618 -3.0424
C -3.0544 0.3420 -2.8594
C -3.3526 1.0972 -3.9958
N -2.6869 -1.8183 -1.8430
O -2.6925 -3.0579 -1.9150
O -2.3011 -1.2079 -0.8642
H -3.7964 0.9884 -6.1253
H -3.6374 -1.5832 -6.2363
H -3.2194 -2.7930 -4.2137
H -3.0068 0.7884 -1.8571
H -3.4754 2.1978 -4.0007
C 6.7430 1.8542 0.8989
C 5.5648 2.1562 1.5747
C 4.5730 1.1887 1.8802
C 4.8400 -0.0746 1.3251
C 5.9851 -0.4572 0.6204
C 6.9043 0.5780 0.3974
N 3.8255 -1.1055 1.5276
O 2.9971 -0.9787 2.4144
O 3.8814 -2.1468 0.8824
H 7.4634 2.6686 0.6901
H 5.3912 3.1777 1.7906
H 3.6626 1.3688 2.3956
H 6.1036 -1.4766 0.2808
H 7.8096 0.3174 -0.1117
C 5.0632 5.7134 -2.7474
C 3.9250 5.4451 -2.0094
C 2.6563 5.6460 -2.5290
C 2.5147 6.0451 -3.8572
C 3.6715 6.2033 -4.6358
C 4.9175 6.1473 -4.0601
N 1.2046 6.1702 -4.4267
O 0.3032 6.4592 -3.6276
O 1.1045 6.1132 -5.6073
H 6.0533 5.5835 -2.2737
H 4.0993 5.0009 -1.0239
H 1.7462 5.3772 -1.9803
H 3.5819 6.5912 -5.6382
H 5.8046 6.3847 -4.6705
```

As for the HOMO-LUMO gap: 8.12 eV. The value obtained for the molar mass is 1963.73 g/mol. The total charge is 0. As for the electronic energy: -7201.72979 Ha.

LUMO energy for the records above, in order: -0.7, -1.6 eV